No. 1
Density functional theory data (the ωB97M-V functional and the def2-TZVPD basis) for a 8-piece molecular cluster, C60H136N8O12 overall in a non-equilibrium geometry.

Last column: Mulliken charge in e.
Atoms and positions in Å:
1 C 4.06 6.88 -1.81  -1.748
2 C 3.10 5.70 -1.79  1.597
3 C 2.50 5.65 -0.34  -1.595
4 C 1.80 6.09 -2.61  -1.264
5 C 2.13 6.09 -4.09  -0.743
6 C 2.65 4.70 -4.46  -0.896
7 C 3.81 4.07 -3.61  1.985
8 C 3.63 2.52 -3.66  -2.184
9 C 5.11 4.61 -4.25  -1.887
10 N 3.61 4.38 -2.22  1.336
11 O 4.51 3.96 -1.30  -0.496
12 H 4.76 6.83 -0.98  0.330
13 H 4.63 7.03 -2.73  0.330
14 H 3.50 7.80 -1.96  0.374
15 H 2.00 4.69 -0.21  0.160
16 H 3.28 5.60 0.43  0.087
17 H 1.75 6.40 -0.10  0.415
18 H 1.03 5.37 -2.33  0.199
19 H 1.43 7.09 -2.37  0.526
20 H 1.21 6.27 -4.64  0.345
21 H 2.89 6.81 -4.38  0.444
22 H 2.83 4.64 -5.53  0.581
23 H 1.81 4.02 -4.29  -0.116
24 H 3.81 2.12 -4.66  0.499
25 H 2.67 2.23 -3.23  0.132
26 H 4.32 1.93 -3.06  0.297
27 H 5.90 4.38 -3.54  0.402
28 H 5.16 5.69 -4.41  0.334
29 H 5.38 4.19 -5.22  0.414
30 H 4.02 3.36 -0.74  0.228
31 C 0.00 -6.01 -0.10  -1.660
32 C -0.10 -4.63 -0.80  2.138
33 C 1.28 -4.08 -0.71  -2.275
34 C -0.37 -4.89 -2.29  -1.358
35 C -1.77 -5.20 -2.78  -0.831
36 C -2.65 -4.09 -2.15  -1.183
37 C -2.51 -3.84 -0.66  2.347
38 C -3.35 -2.58 -0.33  -2.049
39 C -3.14 -5.02 0.12  -1.924
40 N -1.09 -3.63 -0.31  -0.384
41 O -0.91 -3.27 1.04  3.056
42 H 0.78 -6.62 -0.57  0.529
43 H 0.17 -6.05 0.97  0.057
44 H -0.96 -6.51 -0.23  0.410
45 H 1.48 -3.76 0.32  0.225
46 H 2.11 -4.74 -0.92  0.588
47 H 1.52 -3.21 -1.32  0.147
48 H 0.13 -4.14 -2.89  0.226
49 H 0.08 -5.82 -2.64  0.303
50 H -1.74 -5.13 -3.86  0.513
51 H -2.18 -6.17 -2.51  0.434
52 H -3.69 -4.22 -2.43  0.503
53 H -2.29 -3.23 -2.71  -0.068
54 H -3.39 -2.41 0.75  0.278
55 H -4.41 -2.74 -0.49  0.497
56 H -3.03 -1.65 -0.81  0.130
57 H -3.11 -6.00 -0.36  0.287
58 H -4.16 -4.95 0.51  0.463
59 H -2.54 -5.20 1.01  0.092
60 H -0.79 -2.31 1.01  -0.683
61 C -0.99 -7.56 4.94  -1.963
62 C -1.68 -6.21 4.79  1.230
63 C -2.69 -6.38 3.61  -1.667
64 C -2.57 -6.03 6.08  -1.059
65 C -1.82 -5.38 7.24  -1.018
66 C -0.96 -4.12 6.91  -1.230
67 C -0.07 -4.29 5.63  1.969
68 C 0.23 -2.85 5.16  -2.617
69 C 1.21 -5.06 6.14  -1.889
70 N -0.80 -5.03 4.52  1.272
71 O -0.06 -5.10 3.36  -0.649
72 H -0.34 -7.55 5.82  0.335
73 H -1.68 -8.40 4.94  0.458
74 H -0.30 -7.81 4.13  0.359
75 H -2.15 -6.66 2.70  0.408
76 H -3.35 -7.23 3.78  0.548
77 H -3.27 -5.48 3.44  -0.053
78 H -3.45 -5.46 5.79  0.424
79 H -3.05 -6.95 6.40  0.417
80 H -2.58 -5.24 8.01  0.427
81 H -1.18 -6.03 7.84  0.408
82 H -0.33 -4.05 7.80  0.507
83 H -1.53 -3.20 7.06  0.477
84 H 0.58 -2.23 5.98  0.515
85 H -0.59 -2.36 4.64  0.302
86 H 1.04 -2.93 4.44  0.405
87 H 1.96 -4.41 6.60  0.441
88 H 1.68 -5.45 5.24  0.374
89 H 1.07 -6.04 6.61  0.347
90 H -0.52 -4.55 2.72  -0.089
91 C -4.75 4.79 -7.02  -1.834
92 C -4.57 4.28 -5.54  1.856
93 C -5.79 3.53 -4.97  -1.948
94 C -3.36 3.32 -5.51  -1.446
95 C -1.96 3.90 -5.52  -0.832
96 C -1.79 4.94 -4.41  -0.037
97 C -2.93 5.96 -4.46  1.756
98 C -2.82 6.79 -3.15  -1.996
99 C -2.65 6.98 -5.61  -1.557
100 N -4.30 5.37 -4.54  0.220
101 O -5.34 6.34 -4.51  -0.513
102 H -5.44 4.22 -7.65  0.410
103 H -5.21 5.77 -6.96  0.427
104 H -3.86 5.00 -7.60  0.301
105 H -6.60 4.21 -4.72  0.441
106 H -6.18 2.83 -5.70  0.413
107 H -5.61 3.01 -4.03  0.375
108 H -3.50 2.63 -4.67  0.308
109 H -3.47 2.71 -6.41  0.412
110 H -1.21 3.11 -5.42  0.523
111 H -1.76 4.34 -6.50  0.498
112 H -0.84 5.43 -4.63  -0.702
113 H -1.63 4.41 -3.47  0.399
114 H -1.81 7.18 -3.00  0.301
115 H -3.06 6.26 -2.24  0.361
116 H -3.49 7.62 -3.37  0.527
117 H -1.63 7.37 -5.60  0.406
118 H -3.23 7.91 -5.59  0.367
119 H -2.83 6.60 -6.62  0.271
120 H -5.87 6.09 -3.74  0.355
121 C 3.92 0.53 -0.48  -0.965
122 O 3.79 1.81 0.17  0.225
123 C 4.65 1.89 1.29  -0.965
124 C 4.37 3.30 1.97  -1.320
125 N 3.11 3.51 2.71  0.483
126 C 3.16 4.79 3.55  -0.616
127 C 2.00 4.80 4.52  -0.583
128 O 2.38 4.24 5.74  -0.435
129 C 2.13 2.81 5.84  -0.726
130 H 4.86 0.46 -1.01  0.277
131 H 3.10 0.40 -1.19  -0.331
132 H 3.87 -0.19 0.34  0.565
133 H 5.68 1.86 0.93  0.370
134 H 4.50 1.08 2.00  0.579
135 H 4.59 4.09 1.26  0.569
136 H 5.18 3.40 2.70  0.486
137 H 3.01 2.72 3.33  -0.230
138 H 3.06 5.62 2.85  0.344
139 H 4.14 4.90 4.01  0.473
140 H 1.10 4.32 4.14  0.234
141 H 1.70 5.85 4.59  0.408
142 H 2.87 2.30 5.22  0.280
143 H 1.14 2.47 5.55  0.305
144 H 2.50 2.45 6.80  0.377
145 C -0.58 -0.74 -2.70  -0.702
146 O -0.16 0.54 -3.17  -0.441
147 C -0.63 1.61 -2.50  -0.083
148 C 0.10 1.76 -1.17  0.222
149 N -0.52 0.94 -0.12  0.073
150 C -0.30 1.44 1.24  0.117
151 C -0.67 0.26 2.14  -0.915
152 O 0.32 -0.76 2.04  -0.034
153 C 1.60 -0.65 2.68  -0.601
154 H -0.20 -1.57 -3.30  0.191
155 H -1.66 -0.80 -2.82  0.401
156 H -0.22 -1.10 -1.74  0.109
157 H -1.70 1.53 -2.28  0.572
158 H -0.42 2.47 -3.13  -0.559
159 H 0.14 2.79 -0.84  0.482
160 H 1.11 1.38 -1.32  -0.415
161 H -0.12 0.01 -0.21  -0.040
162 H -0.98 2.28 1.38  0.458
163 H 0.78 1.63 1.26  -0.101
164 H -1.62 -0.24 1.98  0.058
165 H -0.76 0.56 3.19  0.443
166 H 2.38 -0.39 1.95  -0.117
167 H 1.88 -1.54 3.24  0.275
168 H 1.54 0.22 3.33  0.332
169 C -3.57 -2.86 3.65  -0.619
170 O -4.29 -1.64 3.63  -0.407
171 C -3.75 -0.55 4.44  -0.015
172 C -4.74 0.66 4.58  -1.032
173 N -5.91 0.20 5.31  -0.352
174 C -6.91 1.28 5.28  -0.607
175 C -8.23 0.82 5.94  -0.649
176 O -9.08 -0.01 5.13  -0.312
177 C -10.39 -0.24 5.69  -0.724
178 H -2.60 -2.97 3.16  0.176
179 H -4.18 -3.61 3.13  0.231
180 H -3.28 -3.12 4.67  0.415
181 H -2.79 -0.23 4.05  0.082
182 H -3.51 -0.90 5.45  0.337
183 H -4.94 1.01 3.57  0.431
184 H -4.34 1.49 5.15  0.397
185 H -6.22 -0.67 4.91  0.275
186 H -7.12 1.61 4.26  0.326
187 H -6.47 2.14 5.78  0.365
188 H -8.83 1.70 6.16  0.459
189 H -8.12 0.35 6.92  0.367
190 H -10.80 -1.15 5.25  0.252
191 H -11.07 0.58 5.48  0.274
192 H -10.36 -0.42 6.76  0.308
193 C 2.88 -1.44 -3.76  0.207
194 O 3.96 -1.46 -4.64  -0.522
195 C 5.23 -1.25 -3.96  -0.101
196 C 5.71 -2.44 -3.14  -0.497
197 N 5.75 -3.56 -4.01  -0.268
198 C 6.27 -4.77 -3.39  -0.590
199 C 7.78 -4.90 -3.49  -0.495
200 O 8.08 -6.20 -3.03  -0.290
201 C 9.43 -6.52 -2.98  -0.755
202 H 2.01 -1.78 -4.31  0.285
203 H 2.70 -0.48 -3.29  -0.093
204 H 3.08 -2.04 -2.87  0.030
205 H 5.17 -0.44 -3.23  -0.141
206 H 6.04 -0.94 -4.61  0.484
207 H 5.08 -2.66 -2.28  0.195
208 H 6.74 -2.20 -2.88  0.370
209 H 4.90 -3.81 -4.50  0.274
210 H 5.93 -5.56 -4.05  0.354
211 H 5.92 -4.94 -2.37  0.237
212 H 8.32 -4.11 -2.97  0.328
213 H 8.05 -4.93 -4.55  0.299
214 H 10.05 -5.84 -2.38  0.296
215 H 9.84 -6.58 -3.99  0.305
216 H 9.50 -7.52 -2.54  0.244

Computed properties:
E_tot in eV: -100902.30222
HOMO energy in eV: -7.9
Frontier orbital gap in eV: 8.2
F_max in eV/Å: 3.87
Relative energy (zero: lowest compared OMol25 entry of this formula, charge and spin) in kJ/mol: 572.80
SMILES: CC1(C)CCCC(C)(C)N1O.CC1(C)CCCC(C)(C)N1O.CC1(C)CCCC(C)(C)N1O.CC1(C)CCCC(C)(C)N1O.COCCNCCOC.COCCNCCOC.COCCNCCOC.COCCNCCOC

***

No. 2
Density functional theory data (the ωB97M-V functional and the def2-TZVPD basis) for C60H150AsBF10N10Ni as an isolated structure in a non-equilibrium geometry.

Last column: Mulliken charge in e.
Atoms and positions in Å:
1 Ni 0.34 -3.20 -0.63  2.237
2 As 0.72 -5.34 2.38  1.789
3 F 0.47 -6.34 3.85  -0.500
4 F -0.19 -6.45 1.43  -0.488
5 F 0.81 -4.39 0.83  -0.592
6 F 1.70 -4.19 3.13  -0.381
7 F 2.10 -6.20 1.88  -0.451
8 F -0.65 -4.33 2.68  -0.258
9 B 0.63 -0.45 -0.48  0.669
10 F 1.14 -1.47 0.34  -0.674
11 F -0.41 0.25 0.13  0.067
12 F 1.57 0.33 -1.13  0.370
13 F 0.09 -1.41 -1.64  0.067
14 C 0.59 -0.26 4.21  -1.076
15 C 1.89 0.05 3.45  1.178
16 N 2.61 1.21 3.93  0.770
17 C 3.74 1.54 3.02  -0.096
18 C 3.35 2.09 1.67  -0.965
19 C 2.89 1.08 5.37  -0.839
20 C 3.60 -0.24 5.79  -0.989
21 H 0.76 -0.48 5.25  0.564
22 H 0.14 -1.08 3.73  0.107
23 H -0.08 0.57 4.17  -0.072
24 H 2.53 -0.86 3.41  -0.270
25 H 1.61 0.31 2.43  -0.663
26 H 4.36 2.31 3.54  0.333
27 H 4.45 0.70 2.89  -0.438
28 H 2.71 2.97 1.77  0.292
29 H 4.26 2.49 1.16  0.491
30 H 3.05 1.26 1.01  0.083
31 H 1.92 1.15 5.87  0.229
32 H 3.46 1.96 5.69  0.698
33 H 4.27 -0.05 6.62  0.457
34 H 4.22 -0.67 4.98  -0.108
35 H 2.84 -1.02 5.98  0.264
36 C -4.77 -1.55 6.31  -1.186
37 C -5.03 -1.65 4.81  -0.894
38 N -3.91 -1.43 3.86  0.107
39 C -3.47 -0.06 3.76  -1.556
40 C -2.69 0.23 2.53  1.000
41 C -2.75 -2.28 4.20  0.615
42 C -3.14 -3.74 4.36  -1.641
43 H -4.20 -2.40 6.72  0.250
44 H -5.67 -1.48 6.87  0.461
45 H -4.21 -0.64 6.51  0.226
46 H -5.35 -2.64 4.51  0.619
47 H -5.84 -0.98 4.50  0.578
48 H -4.32 0.63 3.72  0.552
49 H -2.92 0.23 4.62  0.624
50 H -3.29 -0.07 1.68  0.312
51 H -2.58 1.27 2.38  -0.522
52 H -1.69 -0.18 2.50  -0.783
53 H -2.29 -1.94 5.10  0.539
54 H -2.03 -2.18 3.38  -0.419
55 H -3.87 -3.87 5.15  0.550
56 H -2.22 -4.25 4.65  0.329
57 H -3.53 -4.13 3.45  0.158
58 C -3.15 3.64 5.96  -1.774
59 C -2.25 3.10 4.88  1.172
60 N -1.13 3.94 4.52  0.182
61 C -0.69 3.68 3.19  2.845
62 C -0.11 4.88 2.50  -1.725
63 C -0.03 3.61 5.50  0.132
64 C 1.15 4.59 5.52  -1.564
65 H -2.64 3.82 6.90  0.425
66 H -3.93 2.89 6.19  0.313
67 H -3.67 4.58 5.69  0.342
68 H -1.86 2.12 5.26  0.137
69 H -2.85 2.83 4.01  -0.531
70 H 0.04 2.80 3.01  -1.085
71 H -1.51 3.38 2.52  -1.178
72 H 0.25 4.62 1.48  0.387
73 H -0.84 5.70 2.31  -0.040
74 H 0.70 5.36 2.99  0.502
75 H 0.33 2.66 5.24  -0.045
76 H -0.49 3.53 6.50  0.522
77 H 1.70 4.62 4.57  0.103
78 H 1.80 4.23 6.29  0.481
79 H 0.76 5.57 5.78  0.445
80 C 3.77 -4.31 0.19  0.099
81 C 2.93 -4.86 -0.96  -1.234
82 N 2.20 -3.74 -1.70  1.196
83 C 3.05 -2.54 -1.94  -0.325
84 C 4.24 -2.76 -2.79  -1.566
85 C 1.66 -4.29 -3.01  -2.025
86 C 1.09 -3.22 -3.96  -0.610
87 H 4.11 -5.11 0.84  0.764
88 H 3.10 -3.67 0.80  -0.604
89 H 4.60 -3.72 -0.16  -0.666
90 H 3.56 -5.41 -1.68  0.807
91 H 2.18 -5.56 -0.60  0.094
92 H 2.41 -1.74 -2.32  -0.502
93 H 3.28 -2.19 -0.95  0.765
94 H 3.96 -2.84 -3.84  0.066
95 H 4.92 -1.92 -2.66  0.410
96 H 4.74 -3.71 -2.49  0.242
97 H 0.90 -5.03 -2.83  0.501
98 H 2.47 -4.81 -3.53  0.726
99 H 0.55 -2.42 -3.40  -0.479
100 H 0.26 -3.59 -4.59  0.436
101 H 1.76 -2.82 -4.68  0.427
102 C 3.66 -1.74 -7.37  -1.930
103 C 3.26 -0.85 -6.26  0.472
104 N 2.08 -0.04 -6.50  1.112
105 C 2.09 0.45 -7.85  -0.780
106 C 0.81 1.23 -8.21  -1.236
107 C 1.89 1.04 -5.50  -1.791
108 C 1.80 0.54 -4.11  0.819
109 H 4.42 -2.42 -6.92  0.443
110 H 4.09 -1.23 -8.23  0.470
111 H 2.82 -2.36 -7.67  0.347
112 H 3.10 -1.55 -5.46  -0.695
113 H 4.04 -0.19 -5.92  0.544
114 H 2.93 1.11 -8.06  0.417
115 H 2.17 -0.36 -8.54  0.508
116 H -0.06 0.55 -8.04  0.172
117 H 0.61 2.16 -7.64  0.267
118 H 0.82 1.34 -9.28  0.478
119 H 1.00 1.62 -5.71  0.310
120 H 2.76 1.73 -5.52  0.540
121 H 2.78 -0.04 -3.94  0.427
122 H 0.93 -0.09 -3.95  -0.236
123 H 1.87 1.32 -3.36  -0.641
124 C -2.15 -6.74 -1.19  -1.859
125 C -1.06 -5.70 -1.45  -0.524
126 N -1.39 -4.24 -1.27  2.079
127 C -2.31 -4.00 -0.02  -1.715
128 C -2.43 -2.53 0.33  0.582
129 C -1.99 -3.60 -2.50  -0.137
130 C -3.38 -3.98 -2.84  -1.653
131 H -1.67 -7.70 -1.37  0.556
132 H -2.90 -6.66 -1.97  0.304
133 H -2.53 -6.69 -0.21  0.359
134 H -0.13 -6.00 -0.88  -0.260
135 H -0.74 -5.82 -2.47  0.857
136 H -3.26 -4.51 -0.30  0.785
137 H -1.96 -4.62 0.76  0.667
138 H -1.52 -2.12 0.77  -0.587
139 H -2.71 -1.92 -0.51  -0.736
140 H -3.20 -2.48 1.18  0.277
141 H -1.37 -3.96 -3.33  0.126
142 H -1.85 -2.55 -2.44  -0.629
143 H -3.64 -3.36 -3.73  0.403
144 H -4.13 -3.65 -2.11  0.213
145 H -3.50 -5.05 -3.01  0.383
146 C -1.68 2.81 -0.72  -0.692
147 C -0.20 3.09 -1.08  1.245
148 N 0.12 4.51 -1.42  0.416
149 C -0.34 4.93 -2.73  0.332
150 C -0.44 6.42 -2.94  -1.731
151 C 1.48 4.88 -1.10  -0.221
152 C 2.64 4.18 -1.81  -0.905
153 H -1.87 3.32 0.23  -0.637
154 H -1.87 1.77 -0.59  -0.246
155 H -2.42 3.17 -1.43  0.534
156 H 0.35 2.83 -0.21  0.274
157 H 0.14 2.45 -1.91  -0.731
158 H 0.32 4.49 -3.50  -0.020
159 H -1.32 4.43 -2.87  0.146
160 H 0.55 6.90 -2.96  0.366
161 H -0.86 6.67 -3.88  0.514
162 H -1.08 6.79 -2.14  0.306
163 H 1.61 4.74 0.00  -0.157
164 H 1.58 5.93 -1.29  0.631
165 H 2.66 3.11 -1.54  -0.111
166 H 3.61 4.52 -1.44  0.495
167 H 2.55 4.17 -2.89  0.304
168 C -3.90 5.95 1.69  -0.777
169 C -5.05 5.23 2.38  -0.731
170 N -5.93 4.34 1.60  0.214
171 C -5.23 3.30 0.83  1.135
172 C -6.05 2.02 0.78  -1.405
173 C -6.81 5.13 0.73  -0.200
174 C -7.63 6.14 1.42  -1.408
175 H -3.39 5.34 0.95  -0.070
176 H -3.20 6.28 2.45  0.390
177 H -4.32 6.84 1.21  0.439
178 H -4.67 4.50 3.12  0.129
179 H -5.62 5.99 2.87  0.523
180 H -4.97 3.56 -0.21  0.063
181 H -4.34 3.12 1.43  -0.810
182 H -6.49 1.75 1.76  0.284
183 H -6.89 2.21 0.11  0.479
184 H -5.45 1.21 0.33  0.120
185 H -7.51 4.41 0.24  0.327
186 H -6.30 5.62 -0.12  0.289
187 H -8.20 5.69 2.29  0.283
188 H -8.40 6.53 0.76  0.442
189 H -7.10 6.98 1.79  0.333
190 C -1.53 1.54 -4.06  -0.418
191 C -1.69 0.08 -3.68  1.218
192 N -2.78 -0.63 -4.30  0.680
193 C -4.10 -0.01 -3.98  -0.731
194 C -4.42 0.02 -2.50  -0.453
195 C -2.59 -0.71 -5.73  -0.848
196 C -1.22 -1.25 -6.12  -0.247
197 H -2.19 2.21 -3.51  0.066
198 H -1.70 1.72 -5.13  0.342
199 H -0.51 1.86 -3.78  -0.538
200 H -0.76 -0.51 -3.81  -0.878
201 H -1.84 0.06 -2.57  -0.659
202 H -4.28 0.96 -4.53  0.279
203 H -4.79 -0.72 -4.49  0.491
204 H -4.35 -0.91 -1.99  0.053
205 H -3.73 0.63 -1.93  -0.256
206 H -5.43 0.36 -2.39  0.580
207 H -2.65 0.32 -6.19  0.246
208 H -3.36 -1.37 -6.13  0.573
209 H -1.19 -1.47 -7.20  0.499
210 H -1.11 -2.27 -5.61  -0.011
211 H -0.40 -0.56 -5.87  -0.153
212 C 5.93 0.13 0.62  -1.126
213 C 6.96 -1.03 0.44  -0.839
214 N 6.61 -2.15 1.27  1.045
215 C 7.44 -3.29 1.05  -1.021
216 C 7.45 -3.90 -0.33  -1.256
217 C 6.69 -1.89 2.71  -0.571
218 C 5.72 -2.69 3.45  -1.262
219 H 5.92 0.52 1.64  0.360
220 H 4.92 -0.32 0.44  0.187
221 H 6.11 0.96 -0.04  0.555
222 H 6.98 -1.36 -0.63  0.314
223 H 7.99 -0.68 0.66  0.318
224 H 8.48 -2.96 1.29  0.499
225 H 7.17 -4.07 1.74  0.372
226 H 6.45 -4.18 -0.73  0.137
227 H 7.91 -3.23 -1.04  0.386
228 H 8.09 -4.78 -0.30  0.464
229 H 6.46 -0.83 2.92  0.370
230 H 7.76 -2.02 3.06  0.312
231 H 4.70 -2.46 3.14  0.119
232 H 5.87 -2.55 4.54  0.419
233 H 5.83 -3.76 3.26  0.412

Computed properties:
E_tot in eV: -209294.10266
HOMO energy (alpha / beta) in eV: -7.9 / -7.9
Multiplicity: 3
Frontier orbital gap (alpha / beta) in eV: 8.3 / 7.0
F_max in eV/Å: 2.83

***

- What is the F_max in the second record?
  2.83 eV/Å

***

- Among the records above, which one has the highest F_max?
  C60H136N8O12